DFT (ωB97M-V/def2-TZVPD) results for a cluster of 13 separate species, C32H98N8O13 in total at a distorted geometry.

Its gap between HOMO and LUMO is 8.72 eV. The value obtained for the LUMO energy is 0.0075 Eh. As for the HOMO energy: -0.313 Eh.

Atoms and positions in Å:
C: 0.611 2.649 -4.868
C: 0.233 3.291 -6.214
C: -0.662 4.508 -6.143
O: -1.791 4.209 -5.358
C: -2.808 5.160 -5.475
N: 1.484 3.580 -6.947
H: 1.173 3.370 -4.278
H: 1.161 1.719 -4.984
H: -0.330 2.399 -4.375
H: -0.291 2.556 -6.837
H: -0.922 4.827 -7.158
H: -0.087 5.334 -5.696
H: -2.438 6.193 -5.407
H: -3.575 5.161 -4.696
H: -3.375 5.012 -6.403
H: 1.846 2.709 -7.308
H: 1.375 4.216 -7.727
C: -1.667 -5.907 3.872
C: -0.716 -6.054 2.681
C: 0.570 -5.209 2.712
O: 0.390 -3.827 2.545
C: 0.310 -3.462 1.191
N: -0.390 -7.489 2.401
H: -1.993 -4.865 3.855
H: -1.263 -6.057 4.880
H: -2.507 -6.600 3.820
H: -1.314 -5.697 1.834
H: 1.387 -5.646 2.134
H: 0.892 -5.313 3.759
H: 0.197 -2.384 1.064
H: -0.623 -3.809 0.729
H: 1.145 -3.742 0.541
H: 0.214 -7.775 3.173
H: -1.258 -7.972 2.617
C: 4.739 5.490 4.758
C: 4.152 4.159 5.263
C: 4.650 3.034 4.359
O: 3.939 3.177 3.129
C: 4.157 2.117 2.211
N: 4.692 3.984 6.628
H: 4.221 5.787 3.845
H: 5.817 5.480 4.583
H: 4.654 6.280 5.509
H: 3.060 4.186 5.259
H: 4.422 2.024 4.721
H: 5.734 3.052 4.214
H: 5.074 2.413 1.686
H: 3.376 2.196 1.452
H: 4.230 1.092 2.574
H: 4.092 3.273 7.046
H: 4.549 4.815 7.187
C: 0.857 0.712 -0.003
C: -0.334 0.978 -0.915
C: -1.497 0.013 -0.597
O: -1.190 -1.355 -0.611
C: -0.706 -1.972 -1.791
N: -0.815 2.357 -0.538
H: 1.465 -0.126 -0.347
H: 0.395 0.430 0.944
H: 1.481 1.604 0.024
H: -0.214 0.937 -1.999
H: -2.197 0.164 -1.437
H: -2.096 0.297 0.267
H: -0.438 -3.002 -1.552
H: 0.235 -1.513 -2.106
H: -1.468 -2.003 -2.572
H: -0.077 3.056 -0.529
H: -1.271 2.524 -1.440
C: -3.690 -5.611 -3.789
C: -2.430 -6.281 -3.159
C: -1.145 -5.858 -3.831
O: -1.129 -6.106 -5.223
C: -1.247 -7.482 -5.545
N: -2.462 -6.186 -1.707
H: -3.527 -5.554 -4.869
H: -3.802 -4.571 -3.468
H: -4.564 -6.192 -3.506
H: -2.650 -7.320 -3.435
H: -0.295 -6.333 -3.330
H: -1.001 -4.784 -3.683
H: -0.657 -8.104 -4.870
H: -0.972 -7.615 -6.590
H: -2.307 -7.755 -5.493
H: -2.723 -5.235 -1.437
H: -3.169 -6.791 -1.314
C: -3.048 -2.227 3.287
C: -4.484 -2.199 2.765
C: -5.332 -1.223 3.578
O: -5.443 -1.359 4.980
C: -6.339 -2.350 5.392
N: -4.342 -1.780 1.353
H: -2.569 -1.261 3.109
H: -2.379 -2.955 2.830
H: -3.062 -2.424 4.363
H: -4.933 -3.190 2.676
H: -6.321 -1.210 3.098
H: -4.930 -0.210 3.489
H: -6.562 -2.201 6.456
H: -6.016 -3.393 5.375
H: -7.348 -2.254 4.976
H: -5.158 -1.964 0.776
H: -4.142 -0.784 1.318
C: 1.585 5.200 1.737
C: 0.944 5.259 3.132
C: -0.221 6.236 3.229
O: 0.166 7.511 2.781
C: -0.860 8.469 2.912
N: 0.701 3.899 3.590
H: 2.216 4.361 1.458
H: 2.125 6.115 1.461
H: 0.767 5.278 1.001
H: 1.803 5.665 3.682
H: -0.518 6.231 4.285
H: -1.085 5.908 2.638
H: -1.071 8.535 3.987
H: -1.752 8.279 2.309
H: -0.442 9.432 2.619
H: 1.590 3.410 3.525
H: 0.173 3.497 2.811
C: 4.441 -0.904 0.442
C: 4.681 -1.755 -0.810
C: 4.294 -0.997 -2.103
O: 2.902 -0.878 -2.207
C: 2.412 -0.098 -3.258
N: 6.103 -2.033 -0.849
H: 3.401 -0.572 0.340
H: 5.026 0.005 0.556
H: 4.433 -1.557 1.314
H: 3.983 -2.592 -0.781
H: 4.763 -1.522 -2.950
H: 4.814 -0.029 -2.208
H: 1.350 0.148 -3.247
H: 2.472 -0.593 -4.241
H: 3.007 0.818 -3.350
H: 6.405 -2.459 -1.726
H: 6.645 -1.174 -0.877
O: -3.108 -3.613 -0.504
H: -2.282 -3.153 -0.316
H: -3.761 -3.189 0.088
O: -2.326 3.503 -2.771
H: -2.072 3.781 -3.679
H: -2.580 4.311 -2.312
O: -1.933 2.673 2.065
H: -1.927 2.629 1.083
H: -1.554 1.835 2.349
O: 2.822 -3.488 -3.387
H: 2.296 -2.855 -2.879
H: 2.538 -4.355 -3.077
O: 1.358 4.634 -1.632
H: 1.216 5.556 -1.387
H: 1.568 4.660 -2.572